Record 1
101
Properties=species:S:1:pos:R:3:forces:R:3:mulliken_charge:R:1 method="wB97M-V/def2-TZVPD" de_lowest_kj_mol=83.1 gap_ev=9.136
C 4.2722 -2.1323 -5.9980 0.41 -0.33 -0.23 -1.343
C 3.8747 -1.2136 -4.8586 -0.20 0.00 -0.36 0.511
C 3.1777 0.1132 -5.2693 0.42 -0.63 0.85 -0.592
O 1.9149 0.0407 -4.6073 -0.16 0.30 -0.48 -0.199
C 1.7835 -1.0994 -3.9149 0.42 0.35 0.32 0.512
O 0.8544 -1.3177 -3.2015 -0.17 -0.34 -0.03 -0.485
O 2.8657 -1.8750 -4.0694 -0.14 -0.02 0.21 -0.415
H 5.3538 -2.2482 -6.0789 0.01 0.23 0.02 0.334
H 3.9073 -1.8042 -6.9711 -0.14 0.02 0.07 0.366
H 3.8994 -3.1380 -5.8069 -0.15 0.06 0.02 0.318
H 4.7320 -1.0216 -4.2155 -0.11 -0.02 0.16 0.378
H 3.0742 0.1732 -6.3486 -0.24 0.26 0.01 0.270
H 3.6845 0.9668 -4.8274 0.15 0.17 -0.43 0.282
C 3.8570 2.7600 3.2170 0.59 0.25 0.63 -1.709
C 3.2433 1.4366 3.6066 -0.02 0.44 -0.70 1.621
C 4.0561 0.4458 4.4230 0.24 -0.20 0.01 -0.097
O 3.0978 -0.0923 5.3431 0.09 0.01 0.04 -0.399
C 2.0064 0.7007 5.3752 0.22 0.05 -0.21 0.501
O 1.0817 0.5588 6.1052 -0.15 -0.04 0.13 -0.585
O 2.1099 1.6808 4.4528 -0.12 -0.23 0.08 -0.065
H 3.0714 3.4285 2.8695 0.05 -0.02 -0.17 0.321
H 4.6375 2.6426 2.4636 -0.22 -0.14 -0.20 0.411
H 4.3488 3.2560 4.0586 -0.22 -0.08 0.13 0.444
H 2.8844 0.9878 2.6757 -0.16 -0.32 0.30 -0.751
H 4.8889 0.8992 4.9645 -0.18 0.14 0.15 0.251
H 4.4587 -0.3811 3.8401 -0.09 0.03 -0.11 0.134
C -0.7503 0.4824 -6.3037 -0.38 -1.07 -0.56 -1.421
C -2.0339 1.0494 -5.7592 0.69 0.80 0.38 0.530
C -2.2524 0.8924 -4.2403 -0.33 -1.47 -0.89 0.914
O -2.5324 2.1935 -3.7732 -0.07 0.37 0.48 -0.374
C -2.3184 3.1099 -4.7452 0.97 -0.53 -0.56 0.558
O -2.3921 4.2865 -4.6235 -0.31 0.13 0.25 -0.557
O -1.8814 2.4879 -5.8685 -0.84 0.23 0.03 -0.410
H -0.7454 0.5603 -7.3927 0.08 0.31 0.03 0.466
H -0.7096 -0.5980 -6.1270 0.05 0.08 0.28 0.317
H 0.1242 0.9644 -5.8863 -0.03 0.08 0.14 0.310
H -2.8952 0.7299 -6.3443 -0.06 0.08 0.05 0.252
H -1.3893 0.3866 -3.7948 0.22 0.68 0.33 -0.307
H -3.1024 0.2369 -4.0429 -0.04 0.27 0.00 -0.297
C -0.8652 1.7175 -0.8016 0.85 0.19 -1.11 -1.130
C 0.0509 0.5644 -0.4844 -0.68 -0.17 1.32 1.528
C 1.2737 0.8245 0.4312 -0.02 -0.52 -0.56 -0.620
O 1.1520 -0.1592 1.4647 0.18 -0.26 0.10 -0.190
C -0.0279 -0.8289 1.3732 0.11 0.77 -0.33 0.310
O -0.3870 -1.6709 2.1282 0.05 -0.16 0.11 -0.594
O -0.7268 -0.3421 0.3421 -0.32 -0.54 0.01 -0.058
H -0.3505 2.3252 -1.5563 -0.12 0.26 0.23 0.443
H -1.1015 2.3258 0.0659 -0.06 -0.07 0.07 -0.019
H -1.7616 1.3768 -1.3174 -0.11 -0.09 0.26 0.097
H 0.3444 -0.0283 -1.3472 0.00 0.27 -0.24 -0.376
H 1.3765 1.7839 0.9347 -0.30 0.24 -0.34 0.305
H 2.1502 0.5989 -0.1775 0.30 0.17 0.38 0.272
C -3.1787 -2.2695 -1.4930 -0.46 0.54 0.88 -0.758
C -4.4064 -2.7792 -2.2312 -0.34 0.06 0.68 0.383
C -5.2879 -1.7231 -2.8636 0.02 -0.60 -0.56 -0.575
O -4.5761 -1.4744 -4.0974 0.02 0.08 0.19 -0.382
C -3.8272 -2.5715 -4.3628 0.01 -0.13 0.51 0.650
O -3.0662 -2.6495 -5.2679 0.00 -0.16 -0.42 -0.519
O -4.0280 -3.5283 -3.4025 0.17 0.57 -0.28 -0.425
H -2.2706 -2.8515 -1.6172 -0.04 -0.02 -0.45 0.390
H -3.3881 -2.2968 -0.4206 -0.04 -0.08 -0.05 0.382
H -3.0282 -1.2058 -1.6965 0.41 -0.14 -0.33 -0.250
H -5.0424 -3.3470 -1.5530 0.26 -0.60 -0.32 0.481
H -5.4590 -0.8128 -2.3004 0.16 0.09 -0.03 0.312
H -6.2227 -2.2127 -3.1438 -0.20 0.33 0.16 0.348
C 3.0823 -2.9584 1.3624 -0.35 0.72 -0.76 -0.962
C 3.6609 -3.4079 2.6776 -0.47 0.12 -0.36 0.591
C 2.6903 -3.3899 3.8798 0.03 -0.38 -0.39 0.012
O 2.5529 -4.7825 4.1875 -0.21 0.12 0.99 -0.388
C 3.5278 -5.4909 3.6237 0.50 0.36 -1.26 0.574
O 3.8787 -6.5879 3.8904 -0.21 -0.36 0.29 -0.519
O 4.0676 -4.7737 2.5826 0.20 0.05 0.68 -0.421
H 2.6294 -1.9643 1.4540 0.23 -0.06 0.21 -0.106
H 2.2876 -3.5719 0.9334 0.07 -0.38 0.45 0.364
H 3.8489 -2.8773 0.5884 0.12 -0.11 0.14 0.406
H 4.5385 -2.7938 2.8913 0.09 -0.13 0.08 0.121
H 1.6892 -3.0180 3.6738 0.08 0.17 -0.20 0.146
H 3.1196 -2.8519 4.7238 -0.09 -0.13 0.14 0.189
C -0.7842 2.9532 2.9554 -0.87 -0.21 0.89 -0.562
C -0.6300 3.8850 4.1317 0.02 -0.67 0.28 0.015
C -0.8280 3.2461 5.5048 -0.59 0.78 -0.08 -0.400
O 0.0193 4.0958 6.2984 0.45 -0.54 0.23 -0.400
C 1.0951 4.3909 5.5290 -0.48 0.01 -0.33 0.684
O 2.1719 4.7024 5.9109 0.16 0.16 0.13 -0.531
O 0.7440 4.2917 4.2195 0.10 0.36 -0.03 -0.379
H -0.7536 3.5042 2.0204 0.47 -0.27 -0.16 0.411
H -1.7721 2.4804 3.0247 -0.06 0.19 -0.10 0.032
H -0.0876 2.1320 3.1246 0.35 0.15 -0.66 -0.089
H -1.2914 4.7534 4.0804 0.25 0.18 -0.23 0.593
H -0.5273 2.2041 5.6019 0.18 0.01 -0.12 0.227
H -1.8513 3.3853 5.8492 0.04 -0.11 0.11 0.384
C -3.7795 -0.0563 1.2883 0.22 0.40 1.00 0.446
S -5.4025 0.7159 1.2291 0.31 -0.48 -0.10 0.543
O -6.2992 -0.3664 0.7271 -0.14 0.18 -0.09 -0.643
C -5.6551 0.8220 3.0271 -0.25 0.47 -0.57 -0.877
H -3.3228 -0.1772 0.3152 -0.27 -0.09 -0.14 -0.500
H -3.9145 -0.9908 1.8329 0.08 -0.21 -0.30 0.446
H -3.1113 0.5625 1.8952 -0.03 0.08 -0.13 -0.319
H -4.7403 1.1416 3.5199 0.00 -0.07 0.08 0.245
H -6.0455 -0.1232 3.3936 0.16 -0.12 -0.02 0.306
H -6.4110 1.6012 3.1203 -0.04 -0.09 0.30 0.359

***

Record 2
42
Properties=species:S:1:pos:R:3:forces:R:3:mulliken_charge:R:1 method="wB97M-V/def2-TZVPD" smiles="CCOC(=O)C1=C(C)N(C)[C@@]2(C)C[C@@H]1c1ccccc1O2" de_lowest_kj_mol=54.2 gap_ev=8.657
C 4.3755 -2.5429 -0.0431 -0.25 0.33 -0.06 -1.152
C 4.0321 -1.1105 -0.4306 0.45 -0.25 -0.30 -0.328
H 4.1261 -0.9837 -1.5146 0.04 0.05 0.21 0.359
H 4.6822 -0.3990 0.0848 -0.09 -0.06 -0.08 0.322
O 2.7126 -0.7600 -0.0357 -0.28 0.08 0.14 -0.266
C 1.7095 -1.1380 -0.8726 0.06 -0.24 -0.43 0.226
O 1.9472 -1.7309 -1.9079 0.23 0.05 0.08 -0.728
C 0.4120 -0.7336 -0.3698 -0.25 0.04 0.43 -0.294
C -0.7631 -0.9069 -1.0441 0.56 -0.17 -0.03 1.315
N -1.9554 -0.5209 -0.5008 0.11 0.13 0.22 0.309
C -3.1070 -0.2676 -1.3403 -0.20 -0.07 -0.12 -1.302
H -2.7939 -0.0007 -2.3463 -0.06 0.00 0.03 0.479
H -3.6570 0.5775 -0.9273 0.01 -0.02 -0.07 0.467
H -3.7714 -1.1352 -1.3922 -0.05 0.06 -0.06 0.270
C -2.1043 -0.1354 0.8956 -0.03 -0.58 0.32 0.796
C -0.8935 -0.6034 1.6959 0.06 0.25 -0.20 -1.396
C 0.3384 -0.0618 0.9858 -0.11 -0.16 -0.07 0.408
C 0.1857 1.4300 0.8212 -0.20 -0.09 0.16 0.201
C 1.2910 2.2507 0.6500 -0.07 0.14 0.00 -0.394
C 1.1481 3.6174 0.5010 0.16 0.03 -0.01 -0.817
C -0.1163 4.1830 0.5322 -0.06 0.01 -0.01 -0.363
C -1.2293 3.3820 0.6951 -0.11 -0.16 0.02 -0.700
C -1.0838 2.0053 0.8292 0.26 0.25 -0.07 0.114
O -2.2360 1.2775 0.9827 -0.11 0.16 0.24 -0.467
H -2.2235 3.8004 0.7204 -0.12 0.05 0.00 0.461
H -0.2376 5.2506 0.4254 -0.02 0.09 -0.01 0.375
H 2.0190 4.2413 0.3674 0.08 0.05 -0.01 0.401
H 2.2702 1.7960 0.6357 0.12 -0.06 0.00 0.461
H 1.2449 -0.2756 1.5529 -0.17 0.04 -0.04 0.708
H -0.8719 -1.6925 1.7376 -0.02 -0.01 0.00 0.407
H -0.9695 -0.2058 2.7093 -0.11 -0.01 -0.02 0.461
C -3.3896 -0.7265 1.4824 0.29 0.32 -0.12 -1.691
H -3.4311 -1.7924 1.2779 0.00 -0.10 -0.02 0.347
H -3.3923 -0.5690 2.5572 -0.02 0.02 0.08 0.444
H -4.2670 -0.2410 1.0678 -0.11 0.02 -0.05 0.384
C -0.8378 -1.5363 -2.3990 0.12 -0.15 -0.06 -2.089
H 0.0548 -2.1296 -2.5684 -0.11 0.05 -0.05 0.445
H -1.7206 -2.1654 -2.4834 -0.12 0.02 -0.03 0.441
H -0.8732 -0.7732 -3.1763 -0.04 0.04 -0.09 0.389
H 5.4090 -2.7546 -0.3027 0.13 -0.05 -0.01 0.409
H 3.7280 -3.2323 -0.5789 0.00 -0.07 -0.03 0.295
H 4.2391 -2.6871 1.0264 0.04 -0.04 0.10 0.295

***

Record 3
6
Properties=species:S:1:pos:R:3:forces:R:3:mulliken_charge:R:1 method="wB97M-V/def2-TZVPD" de_lowest_kj_mol=260.0 gap_ev="5.471 / 5.510"
C -0.6730 -1.4203 -0.3869 1.56 -1.06 -1.47 0.389
C 0.9456 1.3205 0.5355 0.34 -0.62 0.33 0.420
N 0.3454 -1.7549 -0.8491 -0.38 -0.07 0.80 -0.329
N 1.9468 1.0969 1.0663 0.98 -0.19 0.58 -0.256
S -2.1702 -0.8760 -0.0938 0.32 2.17 0.63 -0.098
S -0.3946 1.6338 -0.2721 -2.81 -0.23 -0.87 -0.126

***

Record 4
15
Properties=species:S:1:pos:R:3:forces:R:3:mulliken_charge:R:1 method="wB97M-V/def2-TZVPD" de_lowest_kj_mol=197.0 gap_ev=7.991
C 0.9284 -1.7658 -0.4796 1.79 -0.25 1.23 -0.892
C -0.1043 0.2566 -0.0434 0.70 0.41 0.95 1.509
C -0.5009 1.3673 -1.0324 -0.86 -1.64 -0.28 -1.445
C -0.8138 0.3217 1.4064 -3.03 -1.20 -4.23 -1.484
O -0.2844 -1.0447 -0.6868 2.08 1.44 0.37 -0.418
O 1.2879 0.5260 0.2083 1.52 -0.14 0.57 -0.217
Si 2.6599 -0.5268 0.1893 -4.82 -0.06 -1.21 0.122
H 0.7832 -2.3571 0.4100 0.02 -0.61 0.64 0.358
H 1.2452 -2.4615 -1.2369 -0.58 -0.03 -0.87 0.372
H 0.3641 1.5628 -1.7087 -1.01 -0.12 0.39 0.308
H -0.8284 2.2200 -0.4915 0.28 1.08 0.45 0.381
H -1.4356 1.0298 -1.5378 0.87 0.12 -0.19 0.338
H -1.5771 -0.5070 1.4038 0.97 0.30 0.12 0.351
H -1.5190 1.1565 1.3638 0.68 0.46 0.63 0.350
H -0.2052 0.2223 2.2356 1.37 0.23 1.43 0.368

***

Record 5
14
Properties=species:S:1:pos:R:3:forces:R:3:mulliken_charge:R:1 method="wB97M-V/def2-TZVPD" de_lowest_kj_mol=139.2 gap_ev=10.716
C -1.8261 -0.3339 -0.6247 -0.32 -0.16 -0.36 -0.703
C -0.2027 0.8041 0.6498 2.38 0.18 4.32 0.014
N 1.7365 -1.1478 0.3735 -0.03 0.72 -0.46 -0.480
O 0.9408 0.0747 -1.6511 -0.29 -0.20 -0.13 -0.557
O 2.3510 1.2345 0.0141 0.02 -0.02 0.33 -0.591
O -1.1944 -0.0967 0.6390 -0.24 -0.19 -0.06 -0.305
S 1.3117 0.3091 -0.2936 0.32 -0.50 0.47 1.003
Cl -0.5862 2.4205 0.0972 -0.34 0.45 -0.05 -0.127
H -1.1596 -0.8826 -1.2955 -0.19 0.08 0.10 0.320
H -2.1134 0.6112 -1.0960 0.03 -0.17 0.09 0.345
H -2.7138 -0.9202 -0.3947 0.07 0.05 -0.04 0.247
H 0.2298 0.8826 2.0060 -1.27 -0.19 -4.37 0.305
H 1.0595 -1.8864 0.2989 -0.22 -0.11 -0.09 0.268
H 2.1670 -1.0689 1.2771 0.10 0.06 0.26 0.260

***

Record 6
21
Properties=species:S:1:pos:R:3:forces:R:3:mulliken_spin:R:1 method="wB97M-V/def2-TZVPD" charge=+2 spin_multiplicity=8 gap_ev="9.176 / 8.222"
Tb 2.6809 -1.6657 1.9439 -1.29 0.80 -1.44 7.097
O 1.3543 -0.7750 0.1594 2.31 -3.29 1.33 0.069
O -0.9542 -1.2626 0.3199 0.44 0.38 0.12 -0.018
C -1.2139 -2.2983 1.2626 -0.15 -0.36 0.06 -0.006
C -0.7777 -1.6637 2.5735 -0.73 -0.10 0.36 -0.011
O 0.3065 -0.8234 2.1572 0.56 0.03 0.03 0.005
C 0.1698 -0.5643 0.7348 0.99 0.70 -1.35 -0.228
H -2.2800 -2.5430 1.2254 0.31 0.02 0.00 0.004
H -0.6174 -3.1914 1.0229 -0.16 0.13 -0.01 -0.001
H -0.4041 -2.3832 3.3095 -0.16 0.12 -0.07 0.019
H -1.5677 -1.0450 3.0201 0.26 -0.18 -0.08 0.002
Li 0.8380 2.5527 -5.2820 0.03 0.10 0.40 0.000
O 1.9557 2.3020 -3.5548 -0.38 -0.78 0.27 0.000
O 0.9123 2.0514 -1.5746 -0.13 -1.69 1.58 0.000
C -0.0227 1.4037 -0.9757 1.32 1.09 -1.35 0.004
C 0.1505 0.9069 0.3792 -4.77 2.55 -0.49 0.062
O -0.2593 2.4892 -3.5198 -0.23 -0.84 0.18 0.000
C 0.8442 2.2381 -3.0460 0.18 2.29 -1.37 0.000
H -1.0228 1.5819 -1.3982 0.22 -1.15 -0.67 0.000
H 0.9560 1.4735 0.8728 -0.82 -0.17 0.09 0.002
H -1.0483 1.2161 0.3698 2.19 0.35 2.44 -0.001